## 1
ORCA calculation (ωB97M-V/def2-TZVPD) on the molecule C6H10O2.

ORCA input file:
```
! RIJCOSX wB97M-V def2-TZVPD def2/J DEFGRID3
* xyz 0 1
C 0.79 -1.25 -0.30
C -0.34 -1.83 0.10
O -1.55 -1.25 0.22
C -2.24 0.09 0.22
C -0.87 0.78 -0.06
O 0.03 1.98 0.04
C 1.32 1.37 0.39
C 1.53 0.08 -0.56
H 1.72 -1.82 -0.25
H -0.71 -2.78 0.29
H -2.84 0.51 1.06
H -2.88 0.13 -0.69
H -0.38 0.26 0.77
H -0.75 0.30 -1.02
H 2.13 2.19 0.18
H 1.22 1.15 1.57
H 2.62 -0.18 -0.49
H 1.20 0.26 -1.48
*
```

gap between HOMO and LUMO	0.353	Eh
molar mass	114.14	g mol⁻¹
SMILES string	C1=C\OCCOCC/1

=====

## 2
ORCA calculation (ωB97M-V/def2-TZVPD) on the molecule C6H10O2.

ORCA input file:
```
! RIJCOSX wB97M-V def2-TZVPD def2/J DEFGRID3
* xyz 0 1
C 0.33 1.77 1.81
C -0.14 1.34 0.47
C -1.26 0.66 0.25
C -1.46 -0.18 -0.96
O -1.02 -1.56 -0.62
C 0.26 -1.75 -0.23
C 1.33 -1.44 -1.24
O 0.52 -2.18 0.86
H 1.23 1.17 2.05
H -0.40 1.57 2.58
H 0.55 2.84 1.80
H 0.52 1.56 -0.36
H -1.93 0.45 1.07
H -0.88 0.18 -1.82
H -2.51 -0.30 -1.23
H 0.92 -1.29 -2.24
H 1.88 -0.54 -0.93
H 2.04 -2.27 -1.24
*
```

gap between HOMO and LUMO	0.395	Eh
molar mass	114.14	g mol⁻¹
SMILES string	C/C=C/COC(C)=O

=====

## 3
ORCA calculation (ωB97M-V/def2-TZVPD) on the molecule C6H10O2.

ORCA input file:
```
! RIJCOSX wB97M-V def2-TZVPD def2/J DEFGRID3
* xyz 0 1
C -1.76 -0.51 -0.10
C -1.33 0.93 -0.23
C 0.05 0.98 0.48
C 1.34 0.69 -0.37
C 1.63 -0.66 -0.29
C 0.40 -1.12 0.49
O -0.69 -1.40 -0.41
O 0.06 -0.23 1.34
H -2.71 -0.78 -0.72
H -2.18 -0.82 0.91
H -1.27 1.34 -1.24
H -1.98 1.52 0.54
H 0.31 1.96 1.07
H 2.26 1.37 -0.16
H 1.00 1.01 -1.39
H 1.70 -1.24 -1.20
H 2.52 -0.95 0.33
H 0.65 -2.06 0.93
*
```

gap between HOMO and LUMO	0.379	Eh
molar mass	114.14	g mol⁻¹
SMILES string	C1C[C@@H]2CC[C@H](O1)O2

=====

In eV, relative to the most stable structure: 1 6.281; 2 0.000; 3 1.347.

=====

## 1
ORCA calculation (ωB97M-V/def2-TZVPD) on the molecule C6H9NO2.

ORCA input file:
```
! RIJCOSX wB97M-V def2-TZVPD def2/J DEFGRID3
* xyz 0 1
C 0.59 1.43 -0.13
C -0.14 0.03 0.00
N -1.36 -0.22 -0.74
C -0.09 -0.56 1.32
C 0.68 -1.24 0.25
O 0.18 -2.28 -0.58
C 2.09 -1.11 0.14
C 2.88 -0.12 -0.20
O 3.64 0.74 -0.34
H -0.21 2.13 -0.49
H 1.36 1.31 -0.91
H 1.06 1.86 0.68
H -1.54 0.36 -1.59
H -2.14 -0.48 -0.07
H -1.06 -1.27 1.55
H 0.49 -0.10 2.12
H -0.81 -2.09 -0.58
H 2.69 -2.06 0.28
*
```

gap between HOMO and LUMO	0.333	Eh
molar mass	127.14	g mol⁻¹
SMILES string	C[C@]1(N)C[C@]1(O)C=C=O

=====

## 2
ORCA calculation (ωB97M-V/def2-TZVPD) on a cluster of 2 separate species, C6H9NO2 in total.

ORCA input file:
```
! RIJCOSX wB97M-V def2-TZVPD def2/J DEFGRID3
* xyz 0 1
C 0.41 0.38 -2.71
C 0.00 0.33 -1.38
C -1.24 0.74 -0.76
C -1.11 0.32 0.60
C -1.97 -0.11 1.80
C 0.73 -0.37 -0.27
H -0.63 0.36 -3.30
H 0.89 -0.48 -3.28
H 0.59 1.43 -3.02
H -2.20 0.83 -1.33
H -3.01 0.00 1.60
H -1.57 0.34 2.91
H -2.06 -1.32 1.75
H 2.00 0.96 1.77
H 2.78 -0.48 -0.77
N 0.01 -0.18 0.79
O 0.72 -0.19 1.96
O 2.05 -0.82 -0.16
*
```

gap between HOMO and LUMO	0.209	Eh
molar mass	127.14	g mol⁻¹

=====

## 3
ORCA calculation (ωB97M-V/def2-TZVPD) on a structure of composition C6H9NO2.

ORCA input file:
```
! RIJCOSX wB97M-V def2-TZVPD def2/J DEFGRID3
* xyz 0 1
C 0.97 -0.07 0.46
C -2.21 0.12 -1.14
C 0.97 0.41 1.91
C 0.67 1.06 -0.46
O -1.00 0.45 -0.45
O 2.22 -0.66 0.17
N 1.08 1.91 -1.21
C -0.23 -0.95 0.10
C -0.58 -2.16 -0.02
H 2.06 -1.25 -0.59
H 0.48 2.45 -1.83
H -1.95 -0.63 -1.89
H -2.93 -0.24 -0.41
H -2.54 1.06 -1.60
H 1.83 1.07 2.08
H 0.04 0.93 2.15
H 1.06 -0.48 2.54
H 0.04 -3.03 0.18
*
```

gap between HOMO and LUMO	0.292	Eh
molar mass	127.14	g mol⁻¹

=====

In eV, relative to the most stable structure: 1 0.000; 2 5.820; 3 2.769.

=====

## 1
ORCA calculation (ωB97M-V/def2-TZVPD) on a cluster of 2 separate species, C6H9NO2 in total.

ORCA input file:
```
! RIJCOSX wB97M-V def2-TZVPD def2/J DEFGRID3
* xyz 0 1
C 2.73 0.22 0.47
C 1.61 0.43 0.08
C 0.26 0.70 -0.39
C -0.67 -0.49 -0.56
O -1.86 -0.32 -0.82
O 0.01 -1.51 -1.14
C 0.07 1.86 -1.37
C -0.39 2.01 0.03
H 3.71 0.01 0.86
H -0.63 -2.05 -1.63
H 0.98 2.38 -1.68
H -0.67 1.70 -2.15
H -1.47 1.95 0.22
H 0.18 2.64 0.71
N -0.82 -1.34 1.55
H -1.41 -2.17 1.48
H -1.27 -0.64 2.13
H 0.10 -1.58 1.93
*
```

gap between HOMO and LUMO	0.377	Eh
molar mass	127.14	g mol⁻¹
SMILES string	C#CC1(C(=O)O)CC1.N

=====

## 2
ORCA calculation (ωB97M-V/def2-TZVPD) on a cluster of 2 separate species, C6H9NO2 in total.

ORCA input file:
```
! RIJCOSX wB97M-V def2-TZVPD def2/J DEFGRID3
* xyz 0 1
C -0.67 -0.96 1.60
C 0.16 -0.03 1.09
C 1.65 -0.20 1.23
C -0.20 1.50 1.23
N -0.43 2.61 1.46
H -1.73 -0.96 1.37
H -0.28 -1.84 2.10
H 2.20 0.33 0.46
H 1.98 0.20 2.19
H 1.95 -1.25 1.24
C -0.76 -0.96 -1.81
O -0.94 0.23 -1.03
C -0.38 1.45 -1.53
O -1.04 2.36 -1.95
H -1.25 -1.77 -1.26
H -1.27 -0.88 -2.77
H 0.31 -1.15 -1.95
H 0.70 1.32 -1.67
*
```

gap between HOMO and LUMO	0.368	Eh
molar mass	127.14	g mol⁻¹
SMILES string	C=C(C)C#N.COC=O

=====

## 3
ORCA calculation (ωB97M-V/def2-TZVPD) on a cluster of 2 separate species, C6H9NO2 in total.

ORCA input file:
```
! RIJCOSX wB97M-V def2-TZVPD def2/J DEFGRID3
* xyz 0 1
C -1.95 0.32 -1.10
O -1.05 0.65 -0.04
C -0.62 -0.43 0.73
C 0.01 0.07 2.00
O -0.96 -1.56 0.50
H -1.41 -0.21 -1.88
H -2.37 1.25 -1.46
H -2.76 -0.33 -0.74
H -0.76 0.11 2.77
H 0.78 -0.63 2.33
H 0.45 1.06 1.85
C 1.52 1.44 -1.20
C 1.85 0.23 -0.84
C 1.68 -0.97 -0.40
N 1.88 -2.15 -0.14
H 0.41 1.67 -0.96
H 2.22 2.15 -1.61
H 1.07 -2.68 0.19
*
```

gap between HOMO and LUMO	0.325	Eh
molar mass	127.14	g mol⁻¹
SMILES string	COC(C)=O.C=C=C=N

=====

In eV, relative to the most stable structure: 1 0.000; 2 0.708; 3 0.426.

=====

## 1
ORCA calculation (ωB97M-V/def2-TZVPD) on the molecule C6H9NO2.

ORCA input file:
```
! RIJCOSX wB97M-V def2-TZVPD def2/J DEFGRID3
* xyz 0 1
C -0.84 0.59 -0.52
C 1.81 -0.37 -0.05
C 0.19 1.65 -0.20
C -1.79 -1.43 0.58
N -0.62 -0.60 0.29
C 0.64 -1.16 0.40
C 1.80 0.90 -0.63
O 0.82 -2.27 0.88
O 2.59 1.63 -1.19
H -0.82 0.35 -1.59
H -1.84 0.97 -0.29
H 1.29 1.03 0.57
H 2.74 -0.93 -0.06
H 0.26 2.46 -0.92
H 0.02 2.10 0.79
H -2.54 -0.84 1.10
H -1.48 -2.26 1.20
H -2.23 -1.83 -0.35
*
```

gap between HOMO and LUMO	0.356	Eh
molar mass	127.14	g mol⁻¹

=====

## 2
ORCA calculation (ωB97M-V/def2-TZVPD) on the molecule C6H9NO2.

ORCA input file:
```
! RIJCOSX wB97M-V def2-TZVPD def2/J DEFGRID3
* xyz 0 1
C 0.32 -0.99 3.04
C -0.06 -0.67 1.73
O -0.24 0.56 1.11
C -1.25 0.42 -0.10
C -0.81 1.00 -1.27
C 0.63 1.49 -1.61
N 0.35 0.21 -1.97
C 0.88 -0.95 -1.29
O 0.15 -1.71 -0.64
H 0.78 -0.33 4.07
H 0.61 -2.20 3.03
H -0.45 -1.43 0.98
H -2.16 0.92 0.34
H -1.27 -0.63 -0.52
H -1.56 1.09 -2.03
H 1.46 2.14 -0.91
H 0.72 2.16 -2.55
H 1.91 -1.11 -1.41
*
```

gap between HOMO and LUMO	0.337	Eh
molar mass	127.14	g mol⁻¹
SMILES string	C=COC[C@H]1CN1C=O

=====

## 3
ORCA calculation (ωB97M-V/def2-TZVPD) on the molecule C6H9NO2.

ORCA input file:
```
! RIJCOSX wB97M-V def2-TZVPD def2/J DEFGRID3
* xyz 0 1
C -1.71 -1.08 0.00
C -0.72 -0.07 0.50
C -0.11 0.95 -0.42
C -0.59 0.96 -1.89
N 0.62 -0.15 0.11
C 1.79 0.14 0.68
O 2.60 0.97 0.32
C 2.17 -0.74 1.85
O 1.47 -1.70 2.21
H -1.53 -1.45 -1.00
H -2.67 -0.64 -0.04
H -1.71 -1.93 0.60
H -0.92 0.36 1.47
H 0.30 1.92 -0.09
H -0.29 0.05 -2.39
H -1.64 1.08 -1.84
H -0.17 1.73 -2.41
H 3.10 -0.39 2.35
*
```

gap between HOMO and LUMO	0.354	Eh
molar mass	127.14	g mol⁻¹
SMILES string	C[C@@H]1[C@H](C)N1C(=O)C=O

=====

In eV, relative to the most stable structure: 1 1.435; 2 4.956; 3 0.000.

=====

## 1
ORCA calculation (ωB97M-V/def2-TZVPD) on a cluster of 2 separate species, C5H11NO2 in total.

ORCA input file:
```
! RIJCOSX wB97M-V def2-TZVPD def2/J DEFGRID3
* xyz 0 1
C 1.47 -1.79 1.62
C 0.19 -1.43 1.59
C -0.47 -0.62 0.51
C 0.52 0.46 0.08
N 0.42 0.64 -1.36
C 1.12 1.79 -1.86
O 1.16 2.12 -3.09
H 2.20 -1.44 0.89
H 1.92 -2.39 2.36
H -0.51 -1.73 2.43
H -0.71 -1.21 -0.35
H -1.41 -0.32 1.07
H 1.62 0.09 0.24
H 0.26 1.46 0.58
H -0.05 0.19 -2.24
H 2.01 2.22 -1.22
O -3.48 0.77 -0.72
H -2.61 0.42 -0.80
H -3.63 0.77 0.26
*
```

gap between HOMO and LUMO	0.376	Eh
molar mass	117.15	g mol⁻¹
SMILES string	C=CCCNC=O.O

=====

## 2
ORCA calculation (ωB97M-V/def2-TZVPD) on the molecule C5H11NO2.

ORCA input file:
```
! RIJCOSX wB97M-V def2-TZVPD def2/J DEFGRID3
* xyz 0 1
C 0.97 0.57 1.58
C -0.35 0.43 0.76
C -0.89 -0.96 1.25
C -0.13 0.55 -0.75
N -1.23 -0.22 -1.31
C 1.05 0.05 -1.36
O 1.95 -0.69 -0.81
O 1.01 0.45 -2.68
H 1.64 1.24 1.11
H 1.49 -0.33 1.62
H 0.79 0.77 2.59
H -1.06 1.14 1.18
H -1.26 -1.04 2.31
H -0.22 -1.77 1.18
H -1.79 -1.44 0.68
H -0.25 1.63 -1.05
H -2.17 0.05 -1.07
H -1.25 -0.15 -2.27
H 1.71 -0.26 -2.96
*
```

gap between HOMO and LUMO	0.380	Eh
molar mass	117.15	g mol⁻¹
SMILES string	CC(C)[C@H](N)C(=O)O

=====

## 3
ORCA calculation (ωB97M-V/def2-TZVPD) on a cluster of 2 separate species, C5H11NO2 in total.

ORCA input file:
```
! RIJCOSX wB97M-V def2-TZVPD def2/J DEFGRID3
* xyz 0 1
C -0.42 0.10 -1.24
N -1.18 -0.82 -0.47
C -1.83 -0.29 0.68
O -3.00 0.36 0.37
C 1.16 -0.36 -1.27
C 2.17 0.47 -0.60
C 2.28 0.53 0.80
O 1.55 -0.15 1.60
H -0.36 1.08 -0.84
H -0.59 0.11 -2.34
H -1.63 -1.59 -0.86
H -2.04 -1.11 1.41
H -1.13 0.38 1.23
H -3.62 0.73 0.97
H 1.37 -0.71 -2.32
H 1.01 -1.30 -0.70
H 2.99 0.92 -1.26
H 0.65 1.64 0.63
H 3.00 1.27 1.35
*
```

gap between HOMO and LUMO	0.235	Eh
molar mass	117.15	g mol⁻¹

=====

## 4
ORCA calculation (ωB97M-V/def2-TZVPD) on a structure of composition C5H11NO2.

ORCA input file:
```
! RIJCOSX wB97M-V def2-TZVPD def2/J DEFGRID3
* xyz 0 1
C -1.39 0.90 -1.17
C 0.05 0.52 -0.99
N 1.79 -1.18 -1.05
C 0.46 -0.81 -0.94
O 0.93 1.46 -0.84
H 1.30 1.23 0.39
H 1.98 -2.07 -1.47
H 2.42 -0.43 -1.30
H -0.27 -1.60 -1.03
H -1.53 1.32 -2.16
H -2.06 0.04 -1.07
H -1.68 1.67 -0.45
C -0.91 -0.07 1.89
C 0.45 -0.30 1.30
O 1.35 0.64 1.35
H 0.83 -1.32 1.34
H -1.27 0.93 1.65
H -0.82 -0.13 2.98
H -1.63 -0.82 1.56
*
```

gap between HOMO and LUMO	0.320	Eh
molar mass	117.15	g mol⁻¹

=====

In eV, relative to the most stable structure: 1 1.133; 2 0.000; 3 5.489; 4 0.326.